No. 1
ORCA calculation (ωB97M-V/def2-TZVPD) on a structure of composition C51H42NO2PdSb at a distorted geometry.

The energy above the lowest of the compared OMol25 structures with the same formula, charge and spin is 10.5 kcal per mole.

Cartesian coordinates (Å):
Pd: 0.01 -0.13 -0.25
O: 2.06 -0.26 -0.02
C: 2.86 0.78 -0.37
C: 2.39 2.12 0.31
C: 1.16 2.69 -0.31
C: 1.21 3.82 -1.11
C: 0.04 4.39 -1.59
C: -1.16 3.78 -1.25
C: -1.16 2.66 -0.43
C: -2.46 2.12 0.10
C: -2.86 0.71 -0.46
O: -2.02 -0.25 0.01
C: -2.88 0.77 -2.00
C: -2.07 -0.08 -2.74
C: -2.12 -0.07 -4.13
C: -2.97 0.80 -4.79
C: -3.77 1.66 -4.05
C: -3.74 1.64 -2.67
C: -4.28 0.33 -0.02
C: -5.26 1.22 0.38
C: -6.50 0.76 0.80
C: -6.76 -0.60 0.82
C: -5.79 -1.50 0.41
C: -4.56 -1.03 -0.01
N: -0.02 2.11 0.01
C: 4.26 0.38 0.11
C: 4.99 -0.52 -0.66
C: 6.19 -1.03 -0.20
C: 6.68 -0.64 1.03
C: 5.96 0.25 1.81
C: 4.76 0.76 1.35
C: 2.87 1.05 -1.88
C: 3.91 1.78 -2.46
C: 3.91 2.03 -3.82
C: 2.88 1.55 -4.62
C: 1.84 0.84 -4.05
C: 1.84 0.59 -2.69
H: 3.21 2.84 0.24
H: 2.17 1.88 1.35
H: 2.17 4.28 -1.31
H: 0.05 5.30 -2.15
H: -2.10 4.21 -1.55
H: -3.24 2.84 -0.14
H: -2.38 2.00 1.18
H: -1.43 -0.79 -2.23
H: -1.51 -0.77 -4.68
H: -3.01 0.81 -5.86
H: -4.44 2.34 -4.56
H: -4.40 2.28 -2.11
H: -5.09 2.29 0.39
H: -7.25 1.46 1.11
H: -7.73 -0.96 1.15
H: -5.99 -2.56 0.42
H: -3.79 -1.72 -0.32
H: 4.60 -0.84 -1.62
H: 6.74 -1.73 -0.81
H: 7.62 -1.03 1.39
H: 6.33 0.56 2.77
H: 4.21 1.45 1.98
H: 4.72 2.14 -1.84
H: 4.71 2.60 -4.26
H: 2.89 1.74 -5.68
H: 1.03 0.47 -4.66
H: 1.01 0.02 -2.24
C: 3.89 -5.76 -0.06
C: 2.91 -5.94 0.90
C: 1.80 -5.11 0.93
C: 1.68 -4.08 0.01
C: 2.67 -3.89 -0.94
C: 3.77 -4.74 -0.98
Sb: -0.02 -2.75 0.02
C: -0.95 -3.55 1.79
C: -0.24 -3.28 2.96
C: -0.72 -3.69 4.19
C: -1.93 -4.37 4.26
C: -2.65 -4.61 3.11
C: -2.17 -4.20 1.88
C: -0.90 -3.62 -1.76
C: -2.06 -4.38 -1.82
C: -2.53 -4.83 -3.04
C: -1.85 -4.55 -4.21
C: -0.69 -3.79 -4.16
C: -0.23 -3.32 -2.94
H: 4.75 -6.41 -0.08
H: 3.00 -6.73 1.63
H: 1.03 -5.26 1.67
H: 2.60 -3.07 -1.64
H: 4.54 -4.59 -1.73
H: 0.70 -2.74 2.89
H: -0.16 -3.48 5.08
H: -2.30 -4.70 5.22
H: -3.60 -5.12 3.16
H: -2.76 -4.38 0.99
H: -2.61 -4.62 -0.93
H: -3.44 -5.41 -3.08
H: -2.22 -4.92 -5.16
H: -0.15 -3.56 -5.07
H: 0.66 -2.70 -2.91

No. 2
ORCA calculation (ωB97M-V/def2-TZVPD) on a structure of composition C51H43AsBr2N2O2PReS at a distorted geometry.

The energy above the lowest of the compared OMol25 structures with the same formula, charge and spin is 0.0 kcal per mole. Its net charge is +1. Its spin multiplicity is 2.

Cartesian coordinates (Å):
Re: -0.64 -0.42 -0.19
S: -1.45 0.80 1.63
C: -0.17 1.77 2.41
C: -0.57 2.78 3.28
C: 0.39 3.58 3.89
C: 1.74 3.37 3.62
C: 2.13 2.35 2.77
C: 1.18 1.54 2.17
As: 1.54 0.03 1.05
C: 3.34 0.20 0.40
C: 3.66 0.14 -0.94
C: 4.99 0.21 -1.35
C: 6.00 0.33 -0.40
C: 5.68 0.35 0.95
C: 4.36 0.26 1.36
C: 1.84 -1.38 2.33
C: 2.39 -2.58 1.88
C: 2.56 -3.63 2.77
C: 2.19 -3.48 4.11
C: 1.65 -2.29 4.55
C: 1.47 -1.23 3.66
H: -1.62 2.95 3.46
H: 0.09 4.37 4.56
H: 2.49 4.00 4.09
H: 3.18 2.21 2.55
H: 2.89 0.04 -1.69
H: 5.23 0.16 -2.40
H: 7.04 0.40 -0.72
H: 6.47 0.41 1.69
H: 4.13 0.21 2.41
H: 2.67 -2.71 0.84
H: 2.98 -4.57 2.42
H: 2.33 -4.30 4.80
H: 1.36 -2.17 5.59
H: 1.03 -0.31 4.00
C: -5.21 -2.68 1.68
C: -4.44 -2.47 0.41
C: -4.71 -3.16 -0.77
C: -4.00 -2.89 -1.91
C: -2.98 -1.95 -1.85
Br: -2.18 -1.46 -3.48
N: -2.63 -1.32 -0.74
C: -3.39 -1.58 0.36
H: -6.28 -2.75 1.48
H: -5.05 -1.87 2.39
H: -4.91 -3.61 2.17
H: -5.50 -3.91 -0.79
H: -4.21 -3.39 -2.84
H: -3.13 -1.04 1.26
C: -3.84 1.35 -1.73
C: -3.11 2.34 -2.60
C: -3.90 3.22 -3.36
C: -3.35 4.22 -4.13
C: -1.97 4.41 -4.13
C: -1.18 3.56 -3.38
C: -1.72 2.49 -2.65
P: -0.45 1.42 -1.85
C: 0.66 2.73 -1.19
C: 2.01 2.73 -1.55
C: 2.91 3.64 -1.01
C: 2.45 4.59 -0.11
C: 1.10 4.63 0.21
C: 0.18 3.73 -0.32
C: -1.28 3.96 0.00
C: 0.45 0.60 -3.20
C: 0.65 1.14 -4.48
C: 1.43 0.48 -5.41
C: 2.03 -0.73 -5.07
C: 1.80 -1.29 -3.83
C: 0.98 -0.65 -2.89
C: 0.63 -1.36 -1.61
H: -4.76 1.80 -1.35
H: -3.23 1.05 -0.88
H: -4.11 0.45 -2.29
H: -4.98 3.11 -3.32
H: -3.99 4.88 -4.71
H: -1.52 5.22 -4.69
H: -0.11 3.74 -3.36
H: 2.36 2.01 -2.28
H: 3.95 3.60 -1.30
H: 3.14 5.30 0.32
H: 0.74 5.40 0.89
H: -1.38 4.46 0.97
H: -1.88 3.05 0.03
H: -1.73 4.61 -0.76
H: 0.18 2.08 -4.75
H: 1.56 0.90 -6.40
H: 2.65 -1.25 -5.79
H: 2.23 -2.26 -3.58
H: 1.54 -1.74 -1.14
H: 0.03 -2.25 -1.82
Br: -0.39 -7.97 3.25
C: -0.83 -6.14 3.10
C: -1.25 -5.45 4.23
N: -1.56 -4.15 4.20
C: -1.44 -3.52 3.03
C: -1.04 -4.15 1.86
C: -0.73 -5.50 1.89
C: -0.91 -3.38 0.59
O: -1.16 -3.86 -0.49
O: -0.44 -2.15 0.79
H: -1.33 -5.96 5.18
H: -1.66 -2.46 3.02
H: -0.42 -6.01 0.99